[1]
C2H8IN2 | ωB97M-V/def2-TZVPD

As for the total charge: +1.

XYZ file:
```
13
C2H8IN2 ωB97M-V/def2-TZVPD
C -0.4536 -1.5510 -0.0131
C 0.5217 0.6008 -0.2067
N 0.4536 1.9435 0.0269
N -0.3892 -0.2339 0.6320
I 2.4611 -0.2586 -0.0077
H -0.3934 -1.3262 -1.1150
H 0.4560 -2.0646 0.4027
H -1.4292 -2.1411 0.1864
H -0.3932 0.1226 -2.1805
H 0.6402 2.6880 -0.6737
H -0.2166 2.3122 0.7138
H -0.0643 -0.3907 1.5401
H -1.1930 0.2991 0.6946
```

Atom charges from the Mulliken analysis, given in e for atoms 1 to 2:
1. C -0.545
2. C -0.053

[2]
H10O5 | ωB97M-V/def2-TZVPD

XYZ file:
```
15
H10O5 ωB97M-V/def2-TZVPD
H -0.2471 -1.0210 0.5673
H -1.5857 -0.7278 -0.0903
H 4.0250 -1.2727 0.5448
H 3.8106 -1.2404 -0.9596
H -4.7977 -0.7901 0.4482
H -6.2620 -0.4673 0.2004
H 3.0704 0.9457 -0.0542
H 2.5026 1.3866 1.2850
H -1.1953 1.4703 -0.5886
H 0.2328 0.9765 -0.4244
O -0.7271 -1.1310 -0.2613
O 4.4896 -1.1213 -0.2860
O -5.3712 -0.1895 -0.0409
O 2.3334 1.4282 0.3370
O -0.2783 1.7536 -0.6773
```

Atom charges from the Mulliken analysis, given in e for atoms 1 to 2:
1. H 0.332
2. H 0.297

[3]
C6H15N2 | ωB97M-V/def2-TZVPD

As for the total charge: +1.

XYZ file:
```
23
C6H15N2 ωB97M-V/def2-TZVPD
C 0.0022 -1.9548 -0.3060
C 0.3048 -0.6128 0.2470
C 1.0461 -0.2227 1.4825
C 1.7920 1.1450 -1.0939
C -2.3188 -1.1447 0.1669
C 0.3171 0.5822 -0.6618
N -0.9368 -1.3775 0.5757
N -0.3303 1.8106 0.0685
H -0.2142 -2.0154 -1.4372
H 0.4517 -2.8169 0.0875
H 2.0474 -0.7431 1.5766
H 0.4421 -0.6693 2.2480
H 1.1520 0.8202 1.7402
H 1.7625 1.9463 -1.9119
H 2.2115 0.2392 -1.7053
H 2.3660 1.5018 -0.2519
H -2.7812 -0.2681 0.6830
H -2.5240 -1.0067 -0.9221
H -3.0303 -1.9825 0.3806
H -0.2416 0.4226 -1.5767
H -0.8376 2.2303 -0.6102
H 0.2851 2.5359 0.3949
H -0.9656 1.5805 0.8256
```

Atom charges from the Mulliken analysis, given in e for atoms 1 to 2:
1. C -0.741
2. C 1.057

In the order shown, the computed relative energy (zero: lowest compared OMol25 entry of this formula, charge and spin) values come out to 121.7 33.4 80.1 kcal/mol.